# 1
11
Properties=species:S:1:pos:R:3:nbo_charge:R:1 method="wB97M-V/def2-TZVPD" de_lowest_kcal_mol=48.3 total_charge=0 lumo_energy_ev=0.1 gap_ev=8.7 total_energy_ha=-1289.66898
Cl -3.3126 -1.4207 -0.5257 -0.36
Cl -3.0339 1.7938 0.0007 -0.36
Si -2.5379 -0.0360 0.6046 1.03
C 0.1888 0.2418 0.3331 -0.48
C 0.6403 -0.5289 -0.8553 -0.68
H 1.7050 -0.4685 -1.1764 0.22
H 0.0983 1.2388 -0.0054 0.18
H -3.1616 -0.4086 1.9295 -0.16
H 0.5079 -1.6053 -0.8648 0.21
H -0.1126 -0.0976 -1.5632 0.21
H 0.7678 0.2330 1.2675 0.19

# 2
41
Properties=species:S:1:pos:R:3:nbo_charge:R:1 method="wB97M-V/def2-TZVPD" de_lowest_kcal_mol=0.0 smiles="COC(=O)c1c(NC(=O)CCc2ccc(C)o2)sc(C)c1C" total_charge=0 lumo_energy_ev=0.7 gap_ev=8.6 total_energy_ha=-1375.03061
S 1.4916 2.0380 0.5969 0.51
O -1.0965 -3.7929 1.6284 -0.41
O -1.7153 1.8038 -3.1383 -0.50
O -0.8019 -0.1705 -2.6078 -0.66
O 2.4523 -0.2723 1.0461 -0.61
N 0.9698 -0.2985 -0.6342 -0.63
C -0.1612 1.7400 -1.3768 -0.28
C 0.6623 -3.1555 0.0761 -0.43
C 0.6320 3.4353 -0.0092 -0.21
C 0.8727 4.7617 0.6275 -0.64
C -2.4513 1.1408 -4.1522 -0.26
C -0.9008 1.0330 -2.4069 0.79
C 0.0197 -3.0511 1.4216 0.27
C -1.0461 4.1395 -1.7506 -0.63
C 1.9899 -2.3995 -0.0023 -0.49
C 1.8410 -0.9100 0.2110 0.70
C -0.1977 3.1352 -1.0433 -0.01
C -0.6738 -2.6778 3.5010 -0.32
C 0.3228 -2.3463 2.5454 -0.32
C -1.5131 -3.5609 2.8957 0.29
C 0.7155 1.0435 -0.5603 0.07
C -2.7317 -4.2632 3.3780 -0.65
H -0.0485 5.1641 1.0485 0.22
H 1.2573 5.4780 -0.0983 0.22
H -2.9271 -3.9869 4.4097 0.23
H -3.0391 1.9080 -4.6497 0.20
H 2.4334 -2.5575 -0.9883 0.24
H -1.7754 0.6558 -4.8600 0.19
H 2.6802 -2.7762 0.7532 0.24
H 1.6004 4.6572 1.4276 0.22
H -0.7958 4.1655 -2.8091 0.23
H -0.7473 -2.3054 4.5022 0.22
H -0.8988 5.1283 -1.3270 0.21
H -2.0973 3.8707 -1.6676 0.23
H 1.1423 -1.6743 2.6925 0.24
H 0.8414 -4.2126 -0.1428 0.23
H -2.5989 -5.3427 3.3158 0.22
H 0.4380 -0.7765 -1.3654 0.46
H -0.0361 -2.7899 -0.6837 0.22
H -3.1034 0.3809 -3.7158 0.19
H -3.5933 -3.9957 2.7671 0.22

# 3
173
Properties=species:S:1:pos:R:3:lowdin_charge:R:1 method="wB97M-V/def2-TZVPD" smiles="CCCCCCCCCCC[C@H]1C(=O)O[C@](CCCCCCCCCCOC)(P(=N)(O)O)[C@@H]1Br.ClCCCl.ClCCCl.ClCCCl.ClCCCl.ClCCCl.ClCCCl.ClCCCl.ClCCCl.ClCCCl.ClCCCl.ClCCCl" total_charge=0 lumo_energy_ev=0.5 gap_ev=9.5 total_energy_ha=-15356.56896
Br 2.0871 -2.3156 -1.8335 0.85
Cl -3.7206 -2.1642 -6.1566 0.64
Cl -2.8856 1.8844 -10.3848 0.57
Cl 9.7304 1.4382 -2.1377 0.54
Cl 4.6398 -0.8439 8.4729 0.58
Cl -3.0137 2.7893 -6.7180 0.56
Cl 4.3247 -1.4775 0.1412 0.63
Cl -0.1997 1.7460 -8.2794 0.54
Cl 2.3825 -5.9864 0.1909 0.58
Cl -6.9556 0.6027 -8.6560 0.53
Cl 8.1329 -5.6012 6.3283 0.53
Cl 7.3922 2.1604 0.2110 0.61
Cl -6.2328 -2.5535 -9.8477 0.55
Cl 5.6394 2.1828 7.3151 0.55
Cl -4.6307 4.8830 -4.5768 0.55
Cl 8.5123 -8.0271 3.9636 0.53
Cl -9.8306 1.9965 -6.1692 0.53
Cl 1.2746 1.1522 11.0562 0.56
Cl 2.4277 4.2015 10.1553 0.59
Cl 4.4226 0.7693 -2.4041 0.53
Cl 4.8544 -5.0521 2.4088 0.58
Cl -3.0248 -5.4448 -5.5693 0.54
Cl -9.8789 1.8174 -9.5565 0.52
P 0.6845 -0.2973 0.6139 0.58
O -0.3722 0.2831 1.6598 -0.12
O -1.4922 -1.9401 0.1776 0.03
O -0.6928 3.2050 6.8276 -0.18
O 1.9775 -0.6617 1.4834 -0.19
O -3.0406 -2.5162 -1.3776 0.13
N 1.0304 0.5838 -0.6199 -0.13
C 1.9793 -3.4293 4.7731 -0.18
C -1.6893 1.7610 -3.7683 -0.22
C 0.3662 -3.1027 1.1908 -0.13
C 5.3740 0.4659 9.4294 -0.65
C -0.7512 0.5943 -4.1693 -0.17
C 7.3894 -8.0448 5.3491 -0.67
C 4.9534 1.8223 8.9224 -0.68
C 5.0339 -5.3542 0.6595 -0.63
C -11.2517 1.5361 -8.4563 -0.66
C -5.3662 -0.2076 -8.7002 -0.68
C -1.9209 -2.0910 -1.1288 -0.40
C -3.5816 2.3141 1.8968 -0.25
C 6.8648 -6.6707 5.6741 -0.67
C 2.3958 0.3559 5.9094 -0.23
C -0.0289 -1.9586 0.2330 -0.43
C 2.0209 1.6740 5.2094 -0.19
C 0.2901 -2.4237 -1.2117 -0.61
C -4.6359 -4.6782 -5.6039 -0.65
C -4.8086 4.8201 -6.3500 -0.66
C -3.8860 1.2436 -1.5649 -0.19
C -4.7116 -3.5726 -6.6226 -0.65
C -3.5047 1.0893 0.9624 -0.21
C -2.9951 2.5015 -1.7066 -0.19
C 2.3188 -2.1847 5.6459 -0.18
C 8.4883 3.3171 -0.5932 -0.64
C -11.1897 2.4235 -7.2402 -0.67
C 3.7976 -4.9450 -0.0851 -0.71
C -1.6116 2.1537 -2.2821 -0.21
C -4.6754 3.4186 -6.8831 -0.65
C -0.7736 -1.6938 -2.0201 -0.26
C -2.2254 2.6922 2.4962 -0.11
C 1.8991 -3.2639 3.2506 -0.24
C 0.1772 2.8072 7.8748 -0.13
C 1.8995 2.4166 12.1453 -0.66
C -1.4841 -0.7625 -4.3001 -0.22
C 2.3125 -0.8263 4.9351 -0.21
C -5.2011 -1.0944 -9.9018 -0.66
C -1.2152 2.4181 -10.7264 -0.64
C 8.7557 2.9251 -2.0233 -0.66
C -4.5354 1.1039 -0.1850 -0.20
C 3.8910 1.0756 -0.7286 -0.66
C -0.9096 -1.9385 -3.5101 -0.14
C -0.1864 1.5497 -10.0491 -0.66
C 1.5635 3.8039 11.6625 -0.64
C -0.0290 3.2368 5.5785 -0.23
C 0.4896 1.8666 5.1139 -0.17
C 4.6836 0.2695 0.2663 -0.61
C 0.5151 -2.8665 2.7058 -0.18
H -4.9175 3.4141 -7.9453 0.06
H 6.0903 -6.7485 6.4351 0.07
H -2.8544 2.9574 -0.7222 0.09
H -4.2904 2.1051 2.7038 0.11
H -1.2029 1.3351 -1.6763 0.06
H 0.4995 3.9162 11.4710 0.07
H -12.1039 2.3106 -6.6602 0.07
H 7.9154 -8.4785 6.1954 0.07
H -0.4574 -3.8137 1.0679 0.13
H -5.3455 2.7351 -6.3675 0.07
H 0.1366 1.6952 4.0953 0.08
H -12.1618 1.7459 -9.0157 0.07
H 3.5108 -3.9356 0.1978 -0.03
H 5.3000 -6.3969 0.5079 0.07
H -0.2905 0.8397 -5.1309 0.09
H -0.9457 3.0139 -2.1554 0.11
H -2.5482 -0.6383 -4.0768 0.08
H 2.1114 -4.2546 2.8243 0.07
H -4.3913 -3.9039 -7.6067 0.06
H -0.7262 -0.6156 -1.8097 0.11
H 7.8286 2.7571 -2.5657 0.07
H 9.4054 3.3646 -0.0126 0.07
H -1.1291 3.4537 -10.4091 0.07
H 0.2575 -1.8451 2.9924 0.09
H 2.6820 -2.6023 2.8607 0.09
H 0.7934 3.9686 5.6264 0.12
H 1.1734 3.2393 7.7180 0.06
H -4.8479 -4.3100 -4.6031 0.07
H -4.6070 0.5700 -8.7352 0.01
H 1.5963 -2.1307 6.4681 0.11
H -1.4268 2.6499 -4.3495 0.08
H -2.4884 1.0102 0.5649 0.08
H 6.5587 -8.6936 5.0775 0.07
H -5.2770 1.8911 -0.0113 0.11
H -1.4298 -1.0642 -5.3514 0.07
H -5.7370 -3.2133 -6.6976 0.07
H 3.3769 0.4151 6.3693 0.04
H 1.8655 4.5322 12.4130 0.07
H 3.9790 -4.9652 -1.1579 0.07
H 0.0009 1.0987 5.7259 0.12
H 5.8575 -4.7271 0.3222 0.07
H 1.6695 0.1731 6.7140 0.10
H -2.2672 3.6402 3.0393 0.07
H -11.0755 3.4673 -7.5203 0.07
H -0.4933 1.2280 1.5090 0.04
H 0.5536 1.4719 -0.7026 0.01
H 6.4530 0.3390 9.4001 0.07
H 0.2777 1.7149 7.9241 0.07
H 5.7502 0.4055 0.1090 -0.02
H 0.0695 -2.2027 -3.9251 0.10
H 0.8073 1.8300 -10.3941 0.07
H 5.0331 0.3434 10.4564 0.07
H 9.3177 3.7165 -2.5160 0.07
H 1.4535 2.2518 13.1244 0.07
H 8.0007 4.2897 -0.5641 0.07
H 3.1615 -0.7736 4.2353 0.12
H 4.0469 2.1346 -0.5313 0.07
H -2.7265 1.5081 -4.0030 0.08
H -3.6671 0.1955 1.5734 0.12
H -5.0805 0.1537 -0.1728 0.11
H 1.2633 -3.5948 0.8005 0.06
H 0.0024 -3.4817 -1.1814 0.12
H 3.8707 1.8933 8.8436 0.03
H 0.0578 0.5259 -3.4327 0.10
H -0.7588 3.6196 4.8586 0.10
H -5.7987 5.2057 -6.5865 0.07
H -1.4868 2.7860 1.6891 0.07
H -5.3561 -5.4540 -5.8565 0.07
H -1.8736 1.9134 3.1816 0.07
H -0.3515 0.4982 -10.2696 0.07
H 2.4165 1.6077 4.1876 0.11
H -4.1713 -1.4456 -9.9392 0.07
H 2.7550 -4.1803 4.9577 0.09
H -4.6865 1.2874 -2.3111 0.11
H 6.4481 -6.1934 4.7923 0.03
H -0.2354 3.1723 8.8174 0.07
H 2.9753 2.2808 12.2214 0.06
H -0.2037 -3.5188 3.2154 0.12
H 4.4273 0.5780 1.2792 0.08
H -4.0587 5.4785 -6.7806 0.07
H -5.2452 -0.7637 -7.7753 0.01
H -1.0843 2.3649 -11.8056 0.07
H 5.3074 2.5966 9.6010 0.06
H 2.4725 2.5335 5.7116 0.09
H -11.2422 0.4851 -8.1797 0.07
H 3.3048 -2.3301 6.0985 0.09
H 1.3943 -0.7082 4.3512 0.10
H 2.5934 -1.1856 0.9415 -0.08
H -3.4702 3.2215 -2.3790 0.08
H -1.5581 -2.8041 -3.6925 0.11
H -3.2943 0.3412 -1.7616 0.10
H -3.9623 3.1687 1.3288 0.10
H -5.4280 -0.5681 -10.8253 0.07
H 1.0408 -3.8715 5.1249 0.11
H 2.8264 0.8556 -0.6720 -0.02

# 4
14
Properties=species:S:1:pos:R:3:nbo_charge:R:1 method="wB97M-V/def2-TZVPD" de_lowest_kcal_mol=117.5 total_charge=+1 lumo_energy_ev="-4.9 / -4.9" gap_ev="7.5 / 7.5" total_energy_ha=-282.97654
N -0.5344 0.6014 -1.3086 -0.40
N 0.2580 -0.7620 0.2497 -0.45
N 0.4371 -0.4993 1.5873 -0.25
C -0.8067 0.3064 -2.5388 0.11
C 0.0766 -1.1670 2.6855 -0.12
C 0.7400 0.3010 -0.5684 -0.12
H 0.3445 -0.6375 3.5724 0.22
H 1.0743 1.2649 -0.1481 0.20
H 1.5914 -0.1602 -1.2270 0.24
H -0.1020 0.0382 -3.2641 0.22
H -1.1780 0.6886 -0.5696 0.44
H -0.5223 -2.1991 2.6254 0.26
H 0.9579 0.4783 1.6751 0.40
H -1.9047 0.2762 -2.9173 0.24

# 5
50
Properties=species:S:1:pos:R:3:nbo_charge:R:1 method="wB97M-V/def2-TZVPD" de_lowest_kcal_mol=0.1 total_charge=-1 lumo_energy_ev=2.1 gap_ev=8.7 total_energy_ha=-5998.88689
Pd 0.2440 -1.6577 0.5473 1.10
Br -0.6389 6.2105 -1.0030 0.04
Cl -2.8972 2.8096 -3.6850 -0.02
S 1.8970 -1.2420 3.3629 2.28
S 3.8878 -1.2172 1.3974 2.28
F 0.0653 -0.0763 4.7799 -0.31
F 5.9874 -1.1225 2.9920 -0.32
F 6.1292 -2.5601 1.3792 -0.32
F 4.8709 -2.9741 3.0926 -0.31
F 0.7835 1.1464 3.1463 -0.30
F 2.0089 0.8704 4.9084 -0.31
O -0.5490 -1.8297 -1.2926 -0.63
O 0.8217 -1.8043 2.5337 -0.96
O 3.2235 -2.3072 0.7436 -0.94
O 2.2291 -2.0531 4.4913 -0.91
O 1.0328 0.1378 0.3496 -0.70
O 4.4971 -0.1756 0.6343 -0.92
O -1.0344 0.9908 0.5296 -0.67
O -3.3107 -2.7530 -1.8522 -0.51
O -0.8135 -3.4562 0.1362 -0.66
N 3.0755 -0.5891 2.5992 -1.23
N 2.6595 3.8316 -0.4162 -0.41
C -2.9617 -1.1822 -3.6505 -0.25
C -3.2191 -1.4518 -2.3179 0.28
C -0.1045 3.4916 -0.3084 -0.16
C 0.4577 4.7107 -0.6238 -0.14
C -2.1206 -3.5272 -1.9145 -0.16
C -2.8682 0.1308 -4.0864 -0.23
C -3.4114 -0.4296 -1.3917 -0.03
C 1.8365 4.8437 -0.6653 0.01
C 1.1471 0.2795 4.0824 0.73
C -3.3247 0.8805 -1.8412 -0.16
C 2.1252 2.6461 -0.1213 0.06
C 5.3008 -2.0132 2.2751 0.71
C 0.1555 1.0872 0.2689 0.77
C -3.0475 1.1501 -3.1695 -0.06
C -1.0899 -2.9361 -0.9777 0.73
C 0.7526 2.4319 -0.0537 -0.18
C -3.6449 -0.7450 0.0563 -0.63
H 2.8121 1.8301 0.0668 0.24
H -1.1739 3.3382 -0.2621 0.25
H -2.8172 -1.9934 -4.3528 0.21
H -2.7657 -1.2306 0.4822 0.24
H -4.4950 -1.4162 0.1833 0.22
H -1.7140 -3.5690 -2.9284 0.19
H -2.6511 0.3582 -5.1207 0.22
H 2.2865 5.7997 -0.9084 0.19
H -3.4319 1.6944 -1.1370 0.22
H -2.3858 -4.5265 -1.5793 0.21
H -3.8164 0.1691 0.6209 0.22

# 6
114
Properties=species:S:1:pos:R:3:lowdin_charge:R:1 method="wB97M-V/def2-TZVPD" de_lowest_kcal_mol=0.0 multiplicity=2 total_charge=+1 lumo_energy_ev="-2.7 / -4.3" gap_ev="7.1 / 5.4" total_energy_ha=-7178.27261 s_squared=0.759
Rh -0.6809 -0.0443 0.6245 0.78
Ge 2.5480 2.6807 1.2217 0.73
Ge 0.9442 0.9887 2.0969 0.91
Si -2.0577 -3.4851 1.1451 0.46
Si -2.1385 -1.6613 -1.3993 0.50
F -2.9007 4.6769 0.3708 0.09
F 0.5790 3.9462 -2.6493 0.07
N 0.8851 -1.1182 -0.3608 -0.04
N -2.1740 0.7067 1.7823 -0.04
N 0.0227 0.0733 -4.4188 0.03
N 4.2118 -0.0901 -9.7102 0.18
N -1.2385 -0.6309 -2.6437 -0.01
C -0.7543 1.7706 -0.0940 -0.27
C 3.0969 -0.2835 -6.4098 0.00
C -3.8459 0.5328 3.4686 -0.03
C 1.0986 -3.4152 0.3113 -0.01
C -1.9511 3.8595 -0.1153 -0.21
C -1.2741 -3.4892 2.8539 -0.16
C 4.1973 -1.5824 2.9848 -0.08
C 0.3002 -2.2926 -0.0101 -0.39
C -2.7767 -3.1116 -2.4206 -0.16
C 1.2592 0.2634 -7.8822 0.00
C 0.0052 -0.9369 -3.3520 -0.29
C 2.6073 -0.0247 -7.6895 -0.21
C 3.6036 3.0849 2.8377 -0.24
C 2.2226 -1.0461 -0.4755 -0.16
C 3.7912 2.1486 -0.2262 -0.25
C -1.2682 3.5396 5.4976 -0.08
C -0.9942 2.1994 5.7297 -0.08
C 3.7083 -2.4548 3.9443 -0.08
C 1.9221 4.4178 0.5197 -0.22
C -3.8877 -3.0682 1.2796 -0.18
C -0.1909 3.5024 -1.6372 -0.31
C 0.1204 -2.3665 -3.8381 0.01
C 0.3970 0.2854 -6.8014 0.01
C -2.5867 1.9640 1.4885 -0.21
C -1.7896 2.5828 0.4214 -0.13
C 2.3910 -2.3387 4.3636 -0.08
C 0.8919 0.0346 -5.5267 -0.20
C 0.0565 2.2473 -1.1221 -0.08
C -3.6760 2.5209 2.1527 0.02
C -2.7853 0.0235 2.7520 -0.12
C -0.2401 3.3465 3.3367 -0.14
C -0.3480 1.4403 4.7648 -0.11
C 3.3715 -0.6036 2.4509 -0.16
C -0.8882 4.1122 4.2942 -0.07
C -4.3075 1.8019 3.1501 -0.02
C 3.4970 -0.0606 -8.8128 -0.17
C -3.6567 -0.6082 -1.0823 -0.15
C -1.0221 0.9086 -4.2607 0.01
C -1.7623 0.4799 -3.1817 -0.06
C 3.0398 -2.1246 -0.2716 -0.07
C 2.4581 -3.3280 0.1580 -0.03
C 0.0492 1.9973 3.5488 -0.33
C -2.0029 -5.2508 0.4737 -0.16
C 1.5771 -1.3531 3.8281 -0.13
C 2.2406 -0.2469 -5.3265 0.00
C 2.0495 -0.4544 2.8717 -0.32
C -1.1783 4.3400 -1.1522 0.07
C -1.1539 -2.2493 0.0508 -0.36
H -4.3021 -3.6499 2.1055 0.04
H -4.1775 -0.4028 -2.0198 0.05
H 0.6270 -4.3296 0.6357 0.09
H -3.0655 -2.8222 -3.4324 0.04
H 5.2242 -1.6610 2.6513 0.11
H -2.0628 -3.9311 -2.4876 0.02
H 0.8277 -0.7101 -2.6690 0.13
H -1.0894 5.1580 4.0999 0.11
H 0.5541 -1.3028 4.1702 0.07
H -0.6706 -2.6108 -4.5464 0.10
H 3.2487 1.9003 -1.1408 -0.01
H 1.9413 4.4010 -0.5696 0.01
H 3.8828 2.1863 3.3865 0.01
H -5.1491 2.2299 3.6766 0.12
H 4.1468 -0.4982 -6.2706 0.13
H -1.1718 1.7744 -4.8824 0.15
H 0.0544 -3.0361 -2.9806 0.08
H 4.5122 3.6249 2.5687 0.02
H -1.9646 -3.8783 3.6035 0.04
H 1.0871 -2.5258 -4.3117 0.09
H 0.8798 1.6645 -1.5181 0.10
H 2.6473 5.1601 0.8564 0.03
H -4.4223 -3.3810 0.3801 0.03
H 4.1088 -2.0286 -0.3944 0.11
H 0.8885 0.4547 -8.8790 0.13
H 3.7801 0.0678 1.7029 0.06
H -4.1189 -2.0184 1.4647 0.01
H -3.4787 0.3343 -0.5650 0.02
H -4.0060 3.5123 1.8956 0.11
H -1.3287 5.3321 -1.5507 0.14
H 4.3491 -3.2183 4.3649 0.11
H -1.7666 4.1339 6.2517 0.11
H 3.0872 -4.1831 0.3665 0.12
H 3.0145 3.7175 3.5028 0.02
H -2.3974 -0.9689 2.9527 0.09
H -2.6391 0.9553 -2.7802 0.12
H -3.6730 -3.5036 -1.9335 0.04
H 1.9965 -3.0158 5.1099 0.11
H -0.6573 0.4764 -6.9506 0.12
H -1.1166 -5.8018 0.7900 0.03
H 0.9328 4.7462 0.8354 0.01
H 4.4639 1.3274 0.0217 0.01
H -4.3460 -1.1958 -0.4726 0.03
H -2.0322 -5.2695 -0.6157 0.02
H 2.6189 -0.4202 -4.3272 0.12
H -0.9658 -2.4879 3.1566 -0.01
H -2.8689 -5.8124 0.8293 0.04
H -0.1386 0.4056 4.9917 0.08
H 2.6258 -0.0729 -0.7358 0.08
H 4.4027 3.0243 -0.4495 0.03
H 0.0469 3.8189 2.4025 0.06
H -0.3774 -4.1088 2.8861 0.03
H -1.2774 1.7431 6.6696 0.11
H -4.2970 -0.0598 4.2504 0.12